{"formula": "C8H13N4P", "method": "the ωB97M-V functional and the def2-TZVPD basis", "elements": ["C", "C", "C", "C", "C", "C", "C", "C", "N", "N", "N", "N", "P", "H", "H", "H", "H", "H", "H", "H", "H", "H", "H", "H", "H", "H"], "xyz": [[1.072328, 1.645920, 1.411786], [-0.758844, 0.248518, -0.028394], [0.457867, -0.386212, 0.511367], [-0.933769, 1.708255, 0.264309], [-2.714235, -0.475637, -1.345946], [1.810814, -2.383753, 1.301777], [1.660561, -1.708585, -1.122365], [0.874341, -1.778313, 0.211544], [1.277781, 0.345981, 1.198895], [0.003368, 2.286158, 1.110255], [-1.563103, -0.586241, -0.728411], [-1.868339, 2.428577, -0.242073], [-1.790483, 4.106126, 0.354851], [1.729574, 2.228049, 1.928143], [-3.201233, -1.101665, -2.075057], [-3.208833, 0.504635, -1.087154], [1.252966, -2.333486, 2.145839], [2.600256, -1.698563, 1.221510], [2.050593, -3.408054, 0.827771], [2.206074, -2.614019, -1.470645], [2.505227, -1.049081, -1.049424], [1.051150, -1.215934, -1.792235], [-0.168834, -2.370153, 0.203280], [-1.009337, -1.420255, -0.844668], [-2.776781, 4.503468, -0.594975], [-0.559108, 4.524263, -0.309980]], "atomic_forces_ev_per_a": [[-2.934, -0.943, -0.783], [1.806, 0.813, 1.954], [-1.790, 2.547, -0.365], [-0.248, -1.531, -0.129], [-0.333, 3.299, 1.536], [-0.730, -1.367, -5.109], [0.954, -1.241, 1.247], [-1.138, -1.681, -0.007], [2.130, -1.078, 0.186], [-0.385, 0.585, -0.987], [-0.612, -0.710, -1.748], [-0.170, 0.350, 0.396], [0.027, -0.786, -0.559], [2.359, 0.944, 1.557], [0.649, -0.793, 0.333], [0.484, -1.114, -0.632], [-0.891, -0.453, 3.079], [1.548, 0.472, 0.759], [-0.119, 1.379, 1.571], [-1.288, 0.075, 0.100], [0.334, 0.761, 0.785], [-1.221, 0.438, -2.298], [2.489, 0.429, -0.352], [-0.472, -0.736, -0.517], [0.479, 0.350, -0.114], [-0.927, -0.011, 0.096]], "lowdin_charge": [-0.1947, -0.0966, -0.2343, -0.4709, 0.0971, -0.0410, -0.0501, -0.3660, 0.1186, 0.0567, 0.0119, -0.2429, 0.7126, 0.0855, 0.0791, 0.0872, 0.0414, 0.0511, 0.1174, 0.0989, 0.0828, 0.0437, 0.1668, 0.1058, -0.1486, -0.1113], "spin_multiplicity": 1, "fmax_ev_per_a": 5.34, "gap_ev": [6.7, 6.7], "relative_energy_kj_mol": 195.6, "homo_energy_ev": [-7.4, -7.4]}

---

{"formula": "C21H21F2N5NdOS2", "method": "the ωB97M-V functional and the def2-TZVPD basis", "elements": ["Nd", "F", "C", "C", "C", "C", "C", "F", "C", "C", "C", "C", "C", "C", "N", "H", "H", "H", "H", "H", "H", "S", "C", "C", "C", "C", "C", "N", "H", "H", "H", "H", "S", "C", "N", "C", "C", "N", "H", "H", "H", "H", "H", "H", "C", "C", "N", "O", "H", "H", "H", "H", "H"], "xyz": [[-0.500721, -0.004759, -1.198284], [-1.673121, -0.227517, 4.527781], [-0.703338, -0.196365, 3.600057], [-1.040515, -0.122705, 2.259911], [-0.057090, -0.093363, 1.272707], [1.298288, -0.138690, 1.678259], [1.581484, -0.201220, 3.044278], [2.856723, -0.227348, 3.498509], [0.608656, -0.234631, 4.023511], [2.357291, -0.100435, 0.629513], [3.735742, -0.086577, 0.861718], [4.615189, -0.036081, -0.206216], [4.134832, 0.003454, -1.506225], [2.765237, -0.009013, -1.668046], [1.910226, -0.057049, -0.644115], [-2.100773, -0.091516, 2.020132], [0.874368, -0.295416, 5.068780], [4.120278, -0.123231, 1.865409], [5.680876, -0.029419, -0.017004], [4.792207, 0.042750, -2.362167], [2.326523, 0.028210, -2.662898], [-1.062118, -0.108093, -3.909758], [-2.680244, -0.001253, -3.228773], [-3.807057, 0.063177, -4.062650], [-5.063193, 0.123652, -3.509341], [-5.208598, 0.130001, -2.119342], [-4.069926, 0.083414, -1.357555], [-2.835157, 0.019862, -1.885367], [-3.656737, 0.061143, -5.132535], [-5.933976, 0.169131, -4.150374], [-6.179483, 0.179758, -1.649001], [-4.128952, 0.106701, -0.274875], [-0.411207, 2.888513, -1.218606], [0.308970, 3.069748, 0.317925], [-0.341901, 3.270794, 1.457914], [0.542593, 3.326665, 2.619112], [1.943397, 3.266505, 1.966406], [1.621068, 3.031327, 0.560347], [-1.345189, 3.241927, 1.499110], [0.365944, 2.474216, 3.275350], [0.387319, 4.247368, 3.178150], [2.537442, 2.444419, 2.364963], [2.498725, 4.195474, 2.090425], [2.282448, 3.070704, -0.195881], [0.646241, -4.388238, -1.537657], [-0.548830, -3.585844, -1.131656], [-1.647586, -4.224612, -0.744990], [-0.510500, -2.344399, -1.163322], [0.484341, -5.461069, -1.470611], [1.482596, -4.104788, -0.899356], [0.901134, -4.120628, -2.562710], [-1.688764, -5.228372, -0.725816], [-2.465146, -3.696295, -0.485116]], "atomic_forces_ev_per_a": [[-0.077, 0.127, -0.209], [0.000, 0.006, -0.007], [-0.015, -0.012, 0.035], [0.003, 0.005, 0.024], [0.156, 0.022, 0.124], [0.077, 0.037, 0.069], [0.005, -0.037, 0.015], [-0.001, 0.000, 0.001], [0.004, -0.003, -0.044], [0.024, 0.029, -0.001], [-0.045, -0.025, 0.019], [0.030, 0.006, -0.007], [-0.005, 0.008, 0.013], [0.033, 0.017, 0.033], [0.293, -0.048, 0.128], [0.003, -0.003, -0.014], [-0.005, 0.001, 0.005], [0.015, -0.004, -0.007], [0.000, 0.002, -0.006], [0.002, 0.002, 0.001], [-0.014, -0.003, 0.006], [-0.139, 0.032, -0.092], [0.067, 0.005, 0.019], [-0.007, -0.018, -0.064], [0.044, 0.002, 0.001], [-0.019, 0.004, 0.009], [-0.046, 0.053, 0.025], [-0.427, -0.070, -0.199], [-0.010, -0.007, 0.003], [-0.005, 0.002, 0.005], [-0.001, 0.003, -0.006], [0.033, -0.015, -0.001], [0.057, 0.039, 0.100], [-0.018, -0.105, -0.011], [-0.012, 0.107, -0.042], [0.021, -0.014, 0.004], [-0.006, -0.017, 0.020], [-0.032, 0.092, -0.037], [0.000, -0.017, 0.021], [-0.004, -0.004, -0.029], [0.006, -0.010, 0.017], [0.018, 0.023, 0.004], [-0.018, 0.017, -0.014], [0.025, -0.051, 0.022], [-0.006, -0.012, 0.008], [0.049, 0.043, -0.064], [0.014, -0.019, -0.006], [-0.052, -0.188, 0.131], [-0.004, 0.003, 0.002], [0.004, 0.000, -0.005], [0.003, -0.002, -0.001], [-0.017, 0.001, 0.003], [-0.002, -0.001, 0.000]], "mulliken_spin": [3.0299, -0.0001, -0.0010, -0.0011, -0.0001, 0.0063, 0.0017, -0.0001, 0.0003, -0.0142, -0.0006, -0.0002, 0.0010, -0.0021, -0.0009, -0.0004, 0.0000, 0.0000, 0.0000, 0.0000, -0.0003, -0.0133, 0.0005, 0.0008, -0.0003, -0.0001, -0.0012, -0.0035, 0.0000, 0.0001, -0.0001, 0.0000, -0.0042, 0.0014, -0.0002, 0.0000, 0.0001, -0.0002, -0.0002, 0.0000, 0.0000, 0.0000, 0.0000, -0.0004, -0.0001, 0.0015, 0.0009, 0.0002, -0.0001, 0.0001, 0.0001, -0.0001, 0.0000], "spin_multiplicity": 4, "fmax_ev_per_a": 0.48, "total_charge": 1, "gap_ev": [7.6, 7.7], "homo_energy_ev": [-10.4, -10.4]}

---

{"formula": "C23H18AsNO3PdS6", "method": "the ωB97M-V functional and the def2-TZVPD basis", "elements": ["Pd", "O", "C", "S", "C", "C", "S", "S", "S", "C", "O", "C", "S", "S", "H", "H", "H", "C", "C", "C", "C", "C", "C", "As", "C", "C", "C", "C", "C", "C", "C", "C", "C", "C", "C", "C", "H", "H", "H", "H", "H", "H", "H", "H", "H", "H", "H", "H", "H", "H", "H", "O", "N"], "xyz": [[0.298341, -0.732041, -1.810994], [0.205940, -6.343605, -6.028383], [0.275001, -5.419210, -5.282666], [-0.174963, -3.758321, -5.748812], [0.192911, -2.974650, -4.239981], [0.714528, -3.876185, -3.150994], [1.089222, -3.418531, -1.656521], [0.833355, -5.555315, -3.596509], [-0.106751, -1.393587, -4.096734], [-1.544441, -3.896775, 0.935698], [-1.392266, -2.836345, -0.010858], [-2.484839, -2.133369, -0.345988], [-3.955644, -2.352691, 0.365451], [-2.199598, -0.932415, -1.562235], [-0.555874, -4.342581, 1.021888], [-2.269215, -4.623955, 0.571380], [-1.880570, -3.510318, 1.895919], [4.465243, 2.528003, 1.347974], [4.223870, 1.161095, 1.378185], [2.981358, 0.670498, 1.010135], [1.959799, 1.538810, 0.630204], [2.214332, 2.903919, 0.579889], [3.463982, 3.394515, 0.939536], [0.253106, 0.768975, 0.090809], [-0.492942, 0.079623, 1.735429], [-1.750167, 0.442236, 2.200346], [-2.253779, -0.133282, 3.360618], [-1.508359, -1.069416, 4.057552], [-0.262581, -1.455289, 3.579047], [0.234672, -0.895748, 2.413794], [-0.772044, 2.355650, -0.327550], [-1.177195, 2.569110, -1.637737], [-1.896459, 3.708505, -1.971319], [-2.216865, 4.639381, -0.994843], [-1.798997, 4.441088, 0.314630], [-1.075384, 3.305253, 0.646246], [5.435887, 2.913741, 1.631370], [5.006894, 0.476279, 1.677060], [2.820589, -0.401066, 0.998940], [1.446645, 3.592843, 0.255559], [3.653367, 4.459224, 0.892672], [-2.360516, 1.142587, 1.648004], [-3.238875, 0.146698, 3.709912], [-1.905387, -1.517100, 4.959402], [0.314384, -2.205503, 4.104786], [1.189899, -1.232710, 2.030525], [-0.934940, 1.839149, -2.401107], [-2.213765, 3.861954, -2.994433], [-2.794888, 5.517665, -1.251501], [-2.031923, 5.172347, 1.077827], [-0.732192, 3.169784, 1.664957], [2.509130, 0.637134, -2.497043], [2.198967, -0.426056, -2.119536]], "atomic_forces_ev_per_a": [[-0.385, -0.009, 0.155], [-0.009, -0.004, -0.011], [0.014, 0.025, 0.083], [0.013, -0.051, 0.037], [0.031, -0.354, 0.064], [-0.119, -0.007, -0.303], [-0.135, 0.176, 0.094], [0.014, -0.029, -0.130], [0.065, 0.178, 0.081], [0.045, -0.001, 0.011], [0.014, -0.085, -0.055], [-0.070, 0.284, 0.043], [0.033, -0.027, -0.091], [0.276, -0.173, 0.157], [0.003, -0.005, 0.012], [0.009, -0.005, 0.025], [-0.004, 0.027, 0.015], [-0.002, -0.012, 0.007], [-0.001, 0.013, -0.001], [0.024, -0.004, -0.035], [0.000, -0.103, 0.057], [0.034, 0.011, 0.014], [-0.015, -0.007, -0.022], [-0.012, 0.275, -0.297], [0.000, -0.131, 0.001], [-0.046, -0.053, -0.059], [0.000, 0.025, -0.013], [0.010, -0.018, -0.008], [-0.023, -0.036, -0.009], [0.007, 0.033, 0.045], [-0.033, -0.017, 0.149], [-0.022, -0.032, -0.047], [-0.014, 0.013, 0.001], [0.002, -0.032, -0.002], [0.025, -0.020, -0.001], [0.020, 0.015, 0.019], [0.000, -0.001, -0.008], [-0.002, -0.002, -0.005], [0.021, 0.011, -0.013], [0.006, 0.005, 0.000], [-0.006, 0.001, 0.010], [0.006, 0.065, -0.027], [-0.003, -0.008, -0.014], [0.005, 0.010, 0.005], [0.001, 0.002, -0.001], [-0.020, 0.012, 0.049], [-0.016, -0.024, 0.015], [-0.003, -0.001, 0.003], [0.024, 0.012, -0.007], [-0.012, -0.009, 0.002], [-0.042, -0.045, 0.031], [-0.005, -0.028, -0.060], [0.296, 0.140, 0.038]], "lowdin_charge": [0.1487, -0.0023, -0.9846, 1.0026, -1.1071, -1.1342, 0.7894, 1.0000, 0.7355, -0.1246, -0.3380, -1.3448, 0.6101, 0.5101, 0.0807, 0.0787, 0.0661, -0.0832, -0.0781, -0.1304, -0.3570, -0.0917, -0.0754, 1.2767, -0.3562, -0.0995, -0.0727, -0.0818, -0.0852, -0.1144, -0.3877, -0.1212, -0.0714, -0.0784, -0.0759, -0.1301, 0.1036, 0.1051, 0.0861, 0.0919, 0.1050, 0.1034, 0.1090, 0.1050, 0.1059, 0.0858, 0.0713, 0.1064, 0.1043, 0.1054, 0.1119, -0.0807, -0.1921], "spin_multiplicity": 1, "fmax_ev_per_a": 0.42, "gap_ev": [4.5, 4.5], "relative_energy_kj_mol": 95.1, "homo_energy_ev": [-7.1, -7.1]}